1.
Molecular formula: C27H26BF40INO5
Method: DFT, ωB97M-V with the def2-TZVPD basis set

Net charge: -1
LUMO level in eV: 1.6
Frontier orbital gap in eV: 6.3
Calculated total energy in eV: -157627.6188

CARTESIAN COORDINATES (ANGSTROEM)
1 N -5.216 2.531 -0.596
2 C -5.587 1.315 -0.703
3 C -6.940 0.744 -0.408
4 B -8.150 1.466 -1.248
5 I -10.112 1.174 -0.063
6 H -6.026 3.093 -0.316
7 H -4.816 0.612 -1.041
8 H -6.923 -0.330 -0.627
9 H -7.130 0.839 0.670
10 H -8.002 2.662 -1.362
11 H -8.365 0.941 -2.317
12 C -1.654 1.257 -1.652
13 C -0.325 1.602 -2.323
14 C -0.368 2.014 -3.796
15 F -0.825 1.012 -4.575
16 F 0.896 2.297 -4.207
17 F 0.581 0.616 -2.153
18 F 0.145 2.717 -1.681
19 O -1.965 -0.120 -1.523
20 C -2.641 -0.803 -2.488
21 C -1.819 -1.964 -3.073
22 F -0.662 -1.511 -3.606
23 F -2.535 -2.547 -4.064
24 F -3.090 -0.002 -3.471
25 F -3.716 -1.388 -1.909
26 H -1.543 1.592 -0.624
27 H -2.480 1.828 -2.082
28 H -0.993 2.898 -3.936
29 H -1.601 -2.697 -2.300
30 C 2.043 0.847 -6.886
31 C 1.557 1.703 -8.058
32 C 0.718 1.015 -9.139
33 F 1.432 0.051 -9.757
34 F 0.362 1.933 -10.064
35 F 2.586 2.364 -8.628
36 F 0.713 2.631 -7.512
37 O 3.377 0.371 -6.956
38 C 3.699 -0.822 -7.523
39 C 4.695 -0.655 -8.682
40 F 4.178 0.132 -9.644
41 F 4.949 -1.872 -9.217
42 F 2.623 -1.528 -7.906
43 F 4.352 -1.562 -6.587
44 H 2.043 1.520 -6.032
45 H 1.334 0.048 -6.663
46 H -0.185 0.579 -8.704
47 H 5.624 -0.220 -8.310
48 C -3.645 -6.015 1.523
49 C -3.820 -5.567 2.978
50 C -4.587 -4.265 3.236
51 F -3.939 -3.221 2.687
52 F -4.657 -4.071 4.572
53 F -2.631 -5.535 3.609
54 F -4.584 -6.542 3.566
55 O -2.411 -5.694 0.910
56 C -2.247 -4.538 0.207
57 C -1.114 -3.664 0.769
58 F -1.352 -3.354 2.055
59 F -1.088 -2.521 0.047
60 F -3.383 -3.838 0.095
61 F -1.857 -4.875 -1.056
62 H -3.653 -7.103 1.568
63 H -4.494 -5.699 0.915
64 H -5.600 -4.324 2.830
65 H -0.157 -4.180 0.687
66 C -0.688 2.417 5.355
67 C 0.306 1.272 5.132
68 C 1.451 1.518 4.145
69 F 0.988 1.728 2.899
70 F 2.245 0.416 4.114
71 F -0.334 0.131 4.821
72 F 0.932 1.090 6.338
73 O -1.903 2.354 4.643
74 C -2.052 2.931 3.411
75 C -2.454 1.900 2.347
76 F -1.521 0.924 2.277
77 F -2.514 2.513 1.150
78 F -0.952 3.613 3.036
79 F -3.067 3.819 3.493
80 H -0.978 2.321 6.401
81 H -0.194 3.383 5.236
82 H 2.053 2.374 4.460
83 H -3.425 1.463 2.584
84 C 5.982 0.060 5.977
85 C 5.238 1.398 6.033
86 C 5.120 2.192 4.728
87 F 6.333 2.576 4.288
88 F 4.388 3.307 4.975
89 F 5.742 2.185 7.004
90 F 3.951 1.089 6.368
91 O 7.333 0.070 6.396
92 C 8.364 0.282 5.530
93 C 9.219 1.490 5.944
94 F 8.469 2.606 5.988
95 F 10.195 1.665 5.026
96 F 7.954 0.389 4.255
97 F 9.188 -0.795 5.599
98 H 5.474 -0.565 6.710
99 H 5.861 -0.410 5.000
100 H 4.615 1.605 3.957
101 H 9.665 1.308 6.923

Atoms 1-3, force components in eV/Å:
-0.01 -0.21 -0.07
0.06 0.11 0.04
-0.06 -0.16 -0.04

Atom charges from the Mulliken analysis, given in e for atoms 1 to 2: number 1, N, carries -0.630; number 2, C, carries 0.490

---

2.
Molecular formula: C49H113N5O10
Method: DFT, ωB97M-V with the def2-TZVPD basis set

Multiplicity: 2
Net charge: +1
LUMO level (alpha / beta) in eV: -2.6 / -6.6
Frontier orbital gap (alpha / beta) in eV: 6.8 / 2.8
Calculated total energy in eV: -80553.0217

CARTESIAN COORDINATES (ANGSTROEM)
1 C -2.694 4.965 2.376
2 O -2.286 6.117 1.666
3 H -3.739 4.696 2.217
4 H -1.903 4.246 2.160
5 H -2.654 5.112 3.455
6 H -3.105 6.613 1.606
7 C -0.853 -2.744 -2.664
8 O -1.467 -3.715 -1.845
9 H -1.141 -2.864 -3.708
10 H -1.160 -1.752 -2.330
11 H 0.202 -2.956 -2.491
12 H -1.066 -4.581 -1.947
13 C -4.870 -3.329 -1.158
14 O -4.141 -4.345 -1.829
15 H -4.207 -2.845 -0.441
16 H -5.246 -2.624 -1.900
17 H -5.710 -3.836 -0.685
18 H -3.235 -4.046 -1.723
19 C -1.373 7.072 -1.278
20 O -2.324 7.734 -2.115
21 H -1.279 7.803 -0.475
22 H -1.697 6.073 -0.986
23 H -0.437 6.930 -1.818
24 H -3.196 7.399 -1.893
25 O -6.557 4.043 -0.067
26 H -6.744 3.934 -0.999
27 H -5.824 4.658 -0.039
28 C 1.673 1.367 -7.577
29 C 0.215 1.547 -7.015
30 C -0.386 2.692 -7.895
31 C -1.930 2.783 -7.735
32 C -2.641 1.463 -8.007
33 C -2.068 0.318 -7.164
34 N -0.563 0.308 -7.217
35 O -0.060 -0.796 -6.639
36 C -2.549 0.480 -5.675
37 C -2.597 -0.951 -7.717
38 C 0.282 2.080 -5.604
39 H 1.616 0.823 -8.520
40 H 2.241 0.716 -6.913
41 H 2.306 2.245 -7.709
42 H 0.069 3.636 -7.596
43 H -0.323 2.559 -8.975
44 H -2.366 3.485 -8.446
45 H -2.193 3.187 -6.757
46 H -2.498 1.248 -9.066
47 H -3.725 1.529 -7.913
48 H -2.395 1.475 -5.256
49 H -3.608 0.230 -5.602
50 H -1.985 -0.208 -5.046
51 H -2.300 -1.879 -7.228
52 H -3.686 -0.928 -7.683
53 H -2.334 -1.047 -8.770
54 H 0.452 1.255 -4.913
55 H -0.654 2.555 -5.311
56 H 1.075 2.828 -5.592
57 H 0.221 -1.364 -7.360
58 C -5.856 -3.507 2.771
59 C -4.584 -3.755 3.550
60 C -4.490 -2.756 4.692
61 C -3.408 -3.047 5.794
62 C -3.594 -4.523 6.230
63 C -3.646 -5.660 5.140
64 N -4.437 -5.125 4.000
65 O -4.531 -6.073 2.974
66 C -2.264 -6.144 4.749
67 C -4.466 -6.842 5.753
68 C -3.427 -3.461 2.556
69 H -6.763 -3.395 3.365
70 H -6.102 -4.322 2.090
71 H -5.673 -2.582 2.226
72 H -4.259 -1.758 4.319
73 H -5.481 -2.578 5.109
74 H -3.625 -2.408 6.650
75 H -2.408 -2.796 5.440
76 H -4.352 -4.582 7.011
77 H -2.628 -4.536 6.736
78 H -1.616 -6.197 5.624
79 H -2.298 -7.092 4.213
80 H -1.811 -5.393 4.103
81 H -4.131 -7.150 6.744
82 H -5.528 -6.659 5.920
83 H -4.361 -7.805 5.255
84 H -3.583 -2.570 1.948
85 H -3.392 -4.232 1.787
86 H -2.423 -3.335 2.961
87 H -5.442 -6.343 2.836
88 C 3.613 -0.984 4.248
89 C 3.195 -2.479 4.289
90 C 1.657 -2.544 4.300
91 C 1.033 -2.379 2.910
92 C 1.503 -3.432 1.946
93 C 3.095 -3.362 1.785
94 N 3.698 -3.344 3.218
95 O 5.120 -3.380 3.167
96 C 3.450 -4.663 1.050
97 C 3.472 -2.104 1.011
98 C 3.715 -3.104 5.567
99 H 4.672 -0.839 4.460
100 H 2.981 -0.418 4.933
101 H 3.522 -0.680 3.205
102 H 1.294 -3.519 4.626
103 H 1.212 -1.783 4.940
104 H 1.233 -1.391 2.496
105 H -0.053 -2.473 2.911
106 H 1.038 -3.320 0.966
107 H 1.214 -4.426 2.287
108 H 4.482 -4.709 0.702
109 H 3.334 -5.548 1.676
110 H 2.893 -4.842 0.131
111 H 2.965 -1.172 1.262
112 H 4.508 -1.775 1.091
113 H 3.280 -2.278 -0.047
114 H 3.225 -4.048 5.807
115 H 3.536 -2.509 6.463
116 H 4.798 -3.225 5.528
117 H 5.318 -4.021 3.854
118 C 0.166 2.736 -0.125
119 C 0.078 1.315 -0.851
120 C 0.039 0.134 0.244
121 C -1.201 0.221 1.155
122 C -2.479 0.053 0.297
123 C -2.619 1.069 -0.822
124 N -1.307 1.086 -1.565
125 O -1.338 1.780 -2.763
126 C -3.717 0.511 -1.736
127 C -3.127 2.496 -0.278
128 C 1.308 1.008 -1.740
129 H -0.373 3.413 -0.788
130 H -0.185 2.819 0.904
131 H 1.216 3.025 -0.091
132 H -0.008 -0.857 -0.207
133 H 0.965 0.087 0.817
134 H -1.203 -0.658 1.800
135 H -1.250 1.112 1.781
136 H -3.312 0.181 0.989
137 H -2.537 -0.969 -0.077
138 H -3.524 -0.521 -2.028
139 H -3.975 1.114 -2.607
140 H -4.694 0.414 -1.263
141 H -3.066 3.344 -0.960
142 H -2.630 2.767 0.654
143 H -4.191 2.507 -0.039
144 H 1.205 -0.026 -2.067
145 H 1.382 1.759 -2.527
146 H 2.252 1.018 -1.195
147 H -1.572 1.059 -3.352
148 C 5.672 1.439 2.692
149 C 5.743 2.344 1.448
150 C 4.307 2.829 1.118
151 C 4.127 4.016 0.242
152 C 5.135 5.155 0.583
153 C 6.637 4.730 0.808
154 N 6.576 3.526 1.686
155 O 7.787 3.203 2.201
156 C 7.189 4.485 -0.615
157 C 7.458 5.914 1.431
158 C 6.209 1.472 0.251
159 H 6.672 1.193 3.049
160 H 5.105 1.836 3.534
161 H 5.184 0.500 2.432
162 H 3.815 1.996 0.617
163 H 3.690 3.035 1.992
164 H 4.276 3.890 -0.830
165 H 3.087 4.341 0.259
166 H 4.675 5.715 1.397
167 H 5.074 5.899 -0.211
168 H 6.606 4.089 -1.446
169 H 8.013 3.772 -0.587
170 H 7.514 5.419 -1.075
171 H 8.532 5.730 1.481
172 H 7.046 6.099 2.423
173 H 7.290 6.836 0.875
174 H 5.916 1.941 -0.688
175 H 7.295 1.429 0.163
176 H 5.847 0.445 0.201
177 H 8.211 2.706 1.498

Atoms 1-3, force components in eV/Å:
0.92 0.03 0.95
-0.92 0.16 -0.01
0.19 -0.54 -0.70

Atom charges from the Mulliken analysis, given in e for atoms 1 to 2: number 1, C, carries -0.151; number 2, O, carries -0.464

---

Q: The lowest calculated total energy belongs to which entry?
A: C27H26BF40INO5